[1]
The following is a DFT calculation (ωB97M-V with the def2-TZVPD basis set) of a gas-phase ion, C9H17N2S2 (charge +1) in a non-equilibrium geometry.

Each line ends with the Löwdin charge.
Cartesian coordinates (Å):
C1 0.85 0.98 1.08  -0.1838
C2 2.17 1.16 1.35  -0.3818
C3 -3.93 -0.19 -0.44  -0.1217
C4 -3.04 -1.49 -0.56  -0.1938
C5 -2.97 1.12 -0.77  -0.1981
C6 -1.93 -1.28 0.42  -0.1898
C7 -1.76 1.24 0.03  -0.1890
C8 -1.01 -0.17 -0.05  -0.2986
C9 4.36 0.67 -0.23  -0.7478
N1 5.97 -1.39 -0.50  -0.3231
N2 0.35 -0.16 0.53  0.0334
S1 3.39 -0.05 0.91  1.0006
S2 5.84 0.19 -0.95  0.9932
H1 0.09 1.69 1.48  0.1448
H2 2.58 2.12 1.54  0.0524
H3 -4.75 -0.12 -1.15  0.1023
H4 -4.16 -0.23 0.64  0.1062
H5 -3.67 -2.39 -0.23  0.1409
H6 -2.66 -1.71 -1.50  0.0858
H7 -2.76 0.96 -1.82  0.1030
H8 -3.52 2.13 -0.69  0.1376
H9 -2.24 -1.05 1.43  0.1263
H10 -1.23 -2.06 0.36  0.0964
H11 -1.05 1.99 -0.35  0.1177
H12 -2.07 1.32 1.08  0.1276
H13 -0.84 -0.43 -1.13  0.1573
H14 4.55 1.76 -0.40  0.0550
H15 5.80 -1.81 0.41  0.0643
H16 6.80 -1.81 -0.96  0.0753
H17 0.88 -1.00 0.48  0.1075

* relative energy (zero: lowest compared OMol25 entry of this formula, charge and spin): 37.14 kcal/mol
* multiplicity: 1
* charge: +1
* HOMO energy (spin up / spin down): -11.730 / -11.730 eV
* E_LUMO (spin up / spin down): -4.966 / -4.967 eV
* frontier orbital gap (spin up / spin down): 6.76 / 6.76 eV

[2]
The following is a DFT calculation (ωB97M-V with the def2-TZVPD basis set) of a gas-phase ion, C9H17N3 (charge +2) in a non-equilibrium geometry.

Each line ends with the Löwdin charge.
Cartesian coordinates (Å):
C1 1.34 1.17 1.73  0.3044
C2 1.18 3.16 0.38  -0.1249
C3 -0.77 2.32 -0.67  0.0208
C4 -0.17 -0.04 -0.46  -0.2145
C5 0.98 0.11 -1.39  0.0348
C6 -1.01 -1.34 1.60  0.0176
C7 0.75 -2.32 0.02  -0.0164
C8 -1.50 -1.89 -0.87  0.0343
C9 -0.44 -1.39 0.15  -0.5065
N1 1.34 2.17 1.13  0.0827
N2 0.18 3.23 -0.51  0.1709
N3 -0.82 1.02 -0.06  0.1509
H1 1.34 0.34 2.36  0.1171
H2 2.01 3.90 0.59  0.2006
H3 -1.48 2.38 -1.41  0.1387
H4 1.85 0.12 -0.73  0.1144
H5 0.98 1.05 -2.00  0.1192
H6 1.15 -0.82 -2.03  0.1409
H7 -2.02 -0.96 1.62  0.1033
H8 -0.38 -0.93 2.31  0.0516
H9 -1.13 -2.33 1.88  0.0892
H10 1.26 -2.47 -0.93  0.1063
H11 1.44 -2.02 0.76  0.0815
H12 0.40 -3.26 0.40  0.1074
H13 -2.48 -1.46 -0.69  0.1184
H14 -1.37 -2.92 -0.84  0.0843
H15 -1.01 -1.71 -1.81  0.1000
H16 0.01 4.03 -1.06  0.1937
H17 -1.64 0.88 0.53  0.1797

* relative energy (zero: lowest compared OMol25 entry of this formula, charge and spin): 87.93 kcal/mol
* multiplicity: 1
* charge: +2
* HOMO energy (spin up / spin down): -16.657 / -16.654 eV
* E_LUMO (spin up / spin down): -8.949 / -8.972 eV
* frontier orbital gap (spin up / spin down): 7.71 / 7.68 eV

[3]
The following is a DFT calculation (ωB97M-V with the def2-TZVPD basis set) of 2 unconnected molecules or ions with the total composition C9H17N3O in a non-equilibrium geometry.

Each line ends with the Löwdin charge.
Cartesian coordinates (Å):
C1 0.41 1.69 -1.59  -0.0745
C2 0.46 0.20 -1.86  -0.2405
N1 -0.72 -0.28 -2.54  -0.1134
C3 -0.93 0.18 -3.91  -0.0466
C4 -1.80 -0.96 -2.01  -0.4969
C5 -1.73 -1.33 -0.53  0.0135
O1 -2.69 -1.32 -2.74  0.0534
H1 1.26 2.15 -1.05  0.0775
H2 -0.58 1.79 -1.15  0.0835
H3 0.66 2.36 -2.43  0.0702
H4 1.39 -0.13 -2.30  0.1208
H5 0.49 -0.28 -0.90  0.0772
H6 -0.93 -0.47 -4.77  0.0856
H7 -1.85 0.77 -4.01  0.0948
H8 -0.06 0.83 -4.03  0.0762
H9 -2.22 -0.66 0.17  0.0824
H10 -2.11 -2.34 -0.39  0.0875
H11 -0.66 -1.28 -0.34  0.0423
C6 1.64 1.63 3.37  -0.0528
C7 1.17 0.28 2.94  -0.3848
C8 -0.04 -0.26 3.25  -0.0746
N2 0.12 -1.59 2.93  0.0418
C9 1.34 -1.75 2.41  -0.2284
N3 2.02 -0.65 2.42  0.1026
H12 2.03 2.25 2.56  0.0674
H13 2.36 1.58 4.19  0.0795
H14 0.80 2.25 3.68  0.0724
H15 -0.93 0.32 3.38  0.1131
H16 -0.55 -2.30 3.21  0.1545
H17 1.65 -2.70 2.02  0.1164

* relative energy (zero: lowest compared OMol25 entry of this formula, charge and spin): 20.17 kcal/mol
* multiplicity: 1
* charge: 0
* HOMO energy: -8.877 eV
* E_LUMO: 0.643 eV
* frontier orbital gap: 9.52 eV
* structure (SMILES): CCN(C)C(C)=O.Cc1c[nH]cn1

[4]
The following is a DFT calculation (ωB97M-V with the def2-TZVPD basis set) of 2 unconnected molecules or ions with the total composition C9H17N3O2 in a non-equilibrium geometry.

Each line ends with the Löwdin charge.
Cartesian coordinates (Å):
C1 -0.49 -1.12 1.38  -0.0832
C2 -0.58 -0.32 0.29  -0.3033
C3 1.49 -0.70 -3.09  -0.1275
C4 1.65 0.57 -2.39  -0.1303
C5 1.14 -0.67 -1.64  -0.2734
C6 -0.43 -0.83 2.85  -0.0819
C7 0.66 1.68 0.48  -0.0048
C8 -2.72 0.93 1.63  -0.1039
C9 -0.31 -0.73 -1.13  -0.0884
N1 -0.65 1.02 0.61  -0.2080
N2 -1.64 1.72 1.12  0.0386
N3 -2.34 2.57 -0.50  -0.3266
O1 -3.39 3.16 -0.52  0.0433
O2 -1.51 2.38 -1.34  0.0034
H1 -0.42 -2.17 1.19  0.0919
H2 0.79 -0.67 -3.87  0.0980
H3 2.30 -1.30 -3.29  0.0824
H4 2.58 0.97 -2.18  0.0751
H5 0.88 1.37 -2.49  0.1139
H6 1.85 -1.06 -0.97  0.1174
H7 0.70 -0.66 3.19  0.1268
H8 -0.69 -1.71 3.45  0.0690
H9 -1.05 -0.01 3.16  0.0293
H10 0.73 2.51 -0.25  0.0959
H11 0.98 1.90 1.55  0.1137
H12 1.40 0.94 0.35  0.0624
H13 -3.68 1.46 1.67  0.0836
H14 -2.87 -0.03 1.10  0.1046
H15 -2.63 0.89 2.73  0.0857
H16 -0.66 -1.86 -1.11  0.1540
H17 -0.86 0.02 -1.83  0.1424

* relative energy (zero: lowest compared OMol25 entry of this formula, charge and spin): 129.66 kcal/mol
* multiplicity: 1
* charge: 0
* HOMO energy (spin up / spin down): -7.829 / -7.831 eV
* E_LUMO (spin up / spin down): 0.764 / 0.764 eV
* frontier orbital gap (spin up / spin down): 8.59 / 8.60 eV

[5]
The following is a DFT calculation (ωB97M-V with the def2-TZVPD basis set) of a molecular structure, C9H17N3O3Pt in a non-equilibrium geometry.

Each line ends with the Löwdin charge.
Cartesian coordinates (Å):
Pt1 -0.10 1.69 -0.66  1.3611
C1 -3.92 -1.82 0.64  0.0401
N1 -3.40 -0.76 -0.26  -0.0838
C2 -4.10 -0.28 -1.44  0.0109
C3 -2.22 -0.20 -0.07  -0.3759
O1 -1.87 0.56 -1.00  -0.1182
C4 -1.32 -0.41 1.15  -0.0457
O2 -0.26 0.56 1.07  -0.3141
C5 1.12 0.07 1.54  0.0189
C6 2.13 0.16 0.36  -0.3648
O3 1.63 0.44 -0.79  -0.1348
N2 3.42 0.04 0.54  -0.1094
C7 4.06 -0.45 1.70  -0.0026
C8 4.28 0.33 -0.65  0.0444
H1 -3.73 -1.62 1.66  0.0818
H2 -3.59 -2.79 0.24  0.1252
H3 -4.99 -1.78 0.52  0.0997
H4 -3.55 -0.23 -2.35  0.0908
H5 -4.49 0.76 -1.28  0.1357
H6 -4.91 -0.92 -1.64  0.0900
H7 -0.91 -1.45 1.19  0.1717
H8 -1.84 -0.24 2.06  0.1417
H9 1.01 -0.98 1.88  0.1480
H10 1.38 0.67 2.43  0.1580
H11 3.31 -0.63 2.46  0.0980
H12 4.88 0.21 2.03  0.1352
H13 4.57 -1.35 1.51  0.1001
H14 3.80 0.91 -1.49  0.1239
H15 4.60 -0.66 -0.99  0.1171
H16 5.18 0.81 -0.31  0.0933
N3 -0.03 3.08 -3.42  0.2331
C9 -0.08 2.66 -2.35  -0.2127
H17 -0.03 3.59 -4.29  0.1432

* ⟨S²⟩: 2.005
* relative energy (zero: lowest compared OMol25 entry of this formula, charge and spin): 22.50 kcal/mol
* multiplicity: 3
* charge: +2
* HOMO energy (spin up / spin down): -15.856 / -16.517 eV
* E_LUMO (spin up / spin down): -5.910 / -8.809 eV
* frontier orbital gap (spin up / spin down): 9.95 / 7.71 eV

[6]
The following is a DFT calculation (ωB97M-V with the def2-TZVPD basis set) of a single C9H17N3O5 molecule in a non-equilibrium geometry.

Each line ends with the Löwdin charge.
Cartesian coordinates (Å):
C1 -5.13 -0.90 -0.69  -0.0571
C2 -3.78 -0.11 -0.65  -0.3083
O1 -3.78 1.17 0.17  -0.1102
C3 -2.71 -0.98 -0.01  -0.2792
N1 -3.08 -1.16 1.39  0.0551
C4 -1.32 -0.32 -0.23  -0.3574
O2 -0.80 -0.07 -1.32  0.0467
N2 -0.66 0.09 0.90  0.1065
C5 0.71 0.55 0.86  -0.1908
C6 1.69 -0.52 0.23  -0.1383
C7 3.07 0.02 0.17  -0.1560
C8 4.05 -1.11 -0.08  -0.5176
N3 5.26 -0.61 -0.40  0.1283
O3 3.75 -2.35 -0.05  0.0035
C9 1.15 1.88 0.11  -0.5034
O4 1.82 2.67 0.72  0.1007
O5 0.83 1.94 -1.19  0.1088
H1 -5.09 -1.58 -1.51  0.0537
H2 -6.14 -0.39 -0.86  0.1004
H3 -5.30 -1.64 0.17  0.0929
H4 -3.39 0.13 -1.63  0.1337
H5 -4.69 1.26 0.72  0.1652
H6 -2.69 -1.94 -0.45  0.1457
H7 -2.36 -1.74 1.85  0.0996
H8 -3.22 -0.28 1.80  0.0469
H9 -0.94 -0.01 1.92  0.1667
H10 1.00 0.65 1.96  0.1725
H11 1.44 -0.73 -0.85  0.1430
H12 1.61 -1.45 0.84  0.1398
H13 3.21 0.75 -0.57  0.1029
H14 3.53 0.38 1.15  0.1652
H15 5.96 -1.17 -0.95  0.1447
H16 5.29 0.41 -0.61  0.1214
H17 0.10 1.25 -1.30  0.0743

* relative energy (zero: lowest compared OMol25 entry of this formula, charge and spin): 45.91 kcal/mol
* multiplicity: 1
* charge: 0
* HOMO energy: -9.616 eV
* E_LUMO: 0.356 eV
* frontier orbital gap: 9.97 eV
* structure (SMILES): C[C@@H](O)[C@H](N)C(=O)N[C@@H](CCC(N)=O)C(=O)O